Record 1
The following is a DFT calculation (the ωB97M-V functional and the def2-TZVPD basis) of C19H22ClN3O2S2 in the gas phase at a distorted geometry.

Results
* HOMO: -7.847 eV
* energy relative to the best compared isomer or geometry (same formula, charge and spin): 24.90 kJ/mol
* LUMO energy: 0.30 eV
* energy: -62818.785 eV
* Kohn-Sham gap: 8.1498 eV

```
! RIJCOSX wB97M-V def2-TZVPD def2/J DEFGRID3
* xyz 0 1
C 2.20139 1.87756 -1.51881
H 1.17476 2.11224 -1.78895
C 2.21006 0.81781 -0.42638
C 1.38609 -0.36995 -0.87168
O 0.62611 -0.33933 -1.81724
N 1.48689 -1.51614 -0.10587
C 2.43657 -1.69906 0.90660
O 2.59145 -2.77422 1.42167
C 3.17778 -0.44961 1.29106
H 4.01215 -0.73217 1.93414
C 3.60127 0.33168 0.03720
C 4.32117 -0.54124 -0.99104
H 3.71163 -1.37460 -1.33198
H 4.59711 0.05233 -1.85966
H 5.23186 -0.94693 -0.55544
C 4.53069 1.48578 0.41399
H 4.84792 2.02297 -0.47575
H 5.41923 1.09089 0.90172
H 4.05493 2.18789 1.09054
C 2.16466 0.46921 2.00269
H 2.68030 1.10328 2.72233
H 1.42586 -0.11625 2.55030
C 1.52919 1.29817 0.87880
H 1.71509 2.36308 1.01307
H 0.44919 1.16353 0.82751
C 0.65067 -2.64229 -0.43324
H 1.17885 -3.55499 -0.15367
H 0.39795 -2.64320 -1.49207
S -0.89270 -2.71119 0.57824
C -2.24133 -1.97564 -0.31079
N -1.97555 -1.17835 -1.34926
N -2.84230 -0.59407 -2.21066
C -3.93809 -0.03867 -1.88903
C -4.56221 0.25886 -0.59793
C -3.87822 0.77815 0.50230
C -4.52582 1.04389 1.69607
C -5.88174 0.79928 1.80840
C -6.59169 0.32259 0.71725
C -5.94199 0.07543 -0.47339
H -6.48762 -0.30831 -1.32232
H -7.65316 0.14546 0.79755
H -6.38271 0.99115 2.74462
H -3.96462 1.43778 2.52942
Cl -2.20161 1.18120 0.38729
H -4.51342 0.27653 -2.75417
H -1.00990 -1.03835 -1.66856
S -3.72288 -2.43971 0.23164
H 2.70695 1.51256 -2.40923
H 2.68979 2.78501 -1.17730
*
```

In the Löwdin picture, each atom carries the following charge in e:
1 C 0.00
2 H 0.09
3 C -0.35
4 C -0.36
5 O 0.08
6 N 0.01
7 C -0.40
8 O 0.13
9 C -0.16
10 H 0.16
11 C -0.44
12 C 0.00
13 H 0.09
14 H 0.09
15 H 0.10
16 C -0.01
17 H 0.09
18 H 0.10
19 H 0.09
20 C -0.09
21 H 0.12
22 H 0.13
23 C -0.09
24 H 0.12
25 H 0.07
26 C -0.36
27 H 0.09
28 H 0.10
29 S 0.92
30 C -1.15
31 N -0.11
32 N 0.06
33 C -0.13
34 C -0.32
35 C -0.62
36 C -0.11
37 C -0.07
38 C -0.08
39 C -0.06
40 H 0.12
41 H 0.10
42 H 0.11
43 H 0.10
44 Cl 0.77
45 H 0.12
46 H 0.08
47 S 0.68
48 H 0.09
49 H 0.09

***

Record 2
The following is a DFT calculation (the ωB97M-V functional and the def2-TZVPD basis) of C19H22ClN3O4 in the gas phase.

Results
* HOMO: -9.210 eV
* energy relative to the best compared isomer or geometry (same formula, charge and spin): 0.70 kJ/mol
* LUMO energy: 0.68 eV
* energy: -45243.411 eV
* Kohn-Sham gap: 9.8862 eV

```
! RIJCOSX wB97M-V def2-TZVPD def2/J DEFGRID3
* xyz 0 1
C -0.82912 -3.26780 -1.37473
C -1.71099 -2.44238 -0.51827
N -3.00756 -2.34735 -0.72342
N -3.50203 -1.54076 0.22031
C -2.53500 -1.09572 1.03912
C -1.33518 -1.65834 0.60788
C 0.00210 -1.50386 1.15551
O 0.99620 -2.02799 0.69966
O 0.01314 -0.71201 2.23843
C 1.24967 -0.52996 2.91740
H 1.82429 -1.46328 2.89208
H 0.98885 -0.26438 3.94312
C 2.09440 0.60465 2.31309
O 2.31722 1.63124 2.91986
N 2.52462 0.34798 1.06755
H 2.40506 -0.58006 0.67584
C 3.40380 1.24521 0.36044
H 3.02387 1.38909 -0.65506
H 3.40300 2.19558 0.89840
C 4.83365 0.67599 0.30385
H 5.18024 0.51929 1.33294
C 5.77958 1.57606 -0.49990
H 5.48031 2.62044 -0.45918
H 6.79694 1.48403 -0.11929
C 5.68419 0.97652 -1.90162
H 6.56668 1.16709 -2.50746
H 4.80821 1.36237 -2.42364
C 5.50935 -0.50810 -1.58626
H 4.92837 -1.04551 -2.33992
O 4.81797 -0.58487 -0.35152
H 6.48646 -0.99979 -1.47962
Cl -2.87321 -0.04070 2.32023
C -4.89768 -1.18462 0.24056
C -5.09159 0.24942 -0.18944
C -5.77743 1.15060 0.61073
C -5.93262 2.46511 0.20486
C -5.39629 2.88822 -0.99875
C -4.70685 1.99260 -1.79957
C -4.55641 0.67800 -1.39794
H -4.01936 -0.02500 -2.01848
H -4.28612 2.31924 -2.73893
H -5.51329 3.91493 -1.31194
H -6.46831 3.16087 0.83330
H -6.19064 0.82484 1.55424
H -5.29343 -1.33771 1.24823
H -5.39299 -1.86670 -0.45532
H -0.06360 -2.64372 -1.83152
H -1.42031 -3.75383 -2.14493
H -0.31817 -4.01494 -0.77096
*
```

In the Löwdin picture, each atom carries the following charge in e:
1 C -0.02
2 C -0.28
3 N 0.14
4 N -0.15
5 C -0.58
6 C -0.07
7 C -0.44
8 O 0.10
9 O -0.01
10 C -0.05
11 H 0.14
12 H 0.14
13 C -0.46
14 O 0.07
15 N 0.09
16 H 0.12
17 C -0.11
18 H 0.13
19 H 0.13
20 C -0.31
21 H 0.15
22 C -0.13
23 H 0.12
24 H 0.12
25 C -0.16
26 H 0.11
27 H 0.11
28 C -0.19
29 H 0.12
30 O -0.10
31 H 0.12
32 Cl 0.83
33 C -0.10
34 C -0.24
35 C -0.06
36 C -0.08
37 C -0.09
38 C -0.08
39 C -0.03
40 H 0.11
41 H 0.10
42 H 0.10
43 H 0.10
44 H 0.11
45 H 0.12
46 H 0.14
47 H 0.08
48 H 0.08
49 H 0.09

***

Record 3
The following is a DFT calculation (the ωB97M-V functional and the def2-TZVPD basis) of a gas-phase ion, C19H22ClN6O4 (charge +1) at a distorted geometry.

Results
* HOMO: -10.967 eV
* energy relative to the best compared isomer or geometry (same formula, charge and spin): 0.00 kJ/mol
* LUMO energy: -3.52 eV
* energy: -49705.459 eV
* Kohn-Sham gap: 7.4441 eV

```
! RIJCOSX wB97M-V def2-TZVPD def2/J DEFGRID3
* xyz 1 1
C -2.69563 -2.86407 0.57557
H -3.28971 -2.99622 -0.33265
H -2.74191 -3.76896 1.17788
H -3.09704 -2.02858 1.15757
O -1.32881 -2.68733 0.27143
C -0.97195 -1.70260 -0.58597
C -1.79469 -0.67043 -1.00362
C -1.33392 0.31346 -1.87779
C -0.03134 0.24890 -2.33181
C 0.81191 -0.77786 -1.92305
C 0.36032 -1.75759 -1.05927
O 1.09774 -2.81747 -0.59153
C 2.46305 -2.88545 -0.89032
C 3.24649 -1.72968 -0.31969
C 2.64312 -0.90275 0.60973
N 3.23897 0.21042 1.04180
C 4.47037 0.55470 0.64993
C 5.16820 -0.27818 -0.22166
C 4.54286 -1.40336 -0.72962
H 5.05776 -2.02693 -1.44534
H 6.17203 -0.01977 -0.51702
Cl 5.10950 2.01465 1.24398
H 2.60724 0.87772 1.55708
H 1.67340 -1.12045 1.04033
H 2.79977 -3.82470 -0.43723
H 2.63973 -2.95076 -1.97387
H 1.81747 -0.80678 -2.31270
H 0.34201 0.98838 -3.02397
C -2.28036 1.40443 -2.31597
N -2.77694 2.18122 -1.17677
H -3.74058 2.44648 -1.34133
C -2.00477 3.37691 -0.87260
C -0.68018 2.98884 -0.21158
N -0.96141 1.95202 0.75702
C -0.00593 1.34468 1.45894
O 1.16810 1.71608 1.46911
C -0.48094 0.19383 2.25173
N 0.27411 -0.83585 2.54157
O -0.46471 -1.69393 3.22919
N -1.70789 -1.23460 3.41956
C -1.77917 -0.06251 2.82969
N -2.90813 0.67953 2.73669
H -3.65590 0.37941 3.34463
H -2.79424 1.67871 2.66656
H -1.86194 1.50913 0.58912
H 0.03102 2.61039 -0.95308
H -0.22441 3.84740 0.28737
H -1.79168 3.99033 -1.76055
H -2.59194 3.97872 -0.17495
H -1.78634 2.04822 -3.05663
H -3.13611 0.93054 -2.80345
H -2.81660 -0.61830 -0.66248
*
```

In the Löwdin picture, each atom carries the following charge in e:
1 C -0.06
2 H 0.10
3 H 0.10
4 H 0.08
5 O -0.06
6 C -0.20
7 C 0.03
8 C -0.23
9 C -0.04
10 C 0.00
11 C -0.20
12 O -0.02
13 C -0.13
14 C -0.14
15 C 0.02
16 N 0.11
17 C -0.65
18 C -0.03
19 C 0.04
20 H 0.14
21 H 0.12
22 Cl 0.81
23 H 0.12
24 H 0.11
25 H 0.15
26 H 0.15
27 H 0.12
28 H 0.12
29 C -0.15
30 N -0.08
31 H 0.12
32 C -0.19
33 C -0.14
34 N 0.09
35 C -0.40
36 O 0.04
37 C -0.11
38 N 0.13
39 O -0.03
40 N 0.13
41 C -0.34
42 N 0.15
43 H 0.12
44 H 0.10
45 H 0.11
46 H 0.12
47 H 0.13
48 H 0.12
49 H 0.12
50 H 0.12
51 H 0.13
52 H 0.12

***

Record 4
The following is a DFT calculation (the ωB97M-V functional and the def2-TZVPD basis) of a molecular structure, C19H22LuN4O8 at a distorted geometry.

Results
* HOMO: -12.193 eV
* energy relative to the best compared isomer or geometry (same formula, charge and spin): 114.13 kJ/mol
* LUMO energy: -2.57 eV
* energy: -76021.699 eV
* Kohn-Sham gap: 9.6234 eV

```
! RIJCOSX wB97M-V def2-TZVPD def2/J DEFGRID3
* xyz 1 1
Lu -0.42189 0.56216 -0.37629
O 1.94534 -0.99473 2.54392
C 1.18066 -0.14127 1.93056
O 1.40607 0.27524 0.79720
C 0.03550 0.37742 2.78318
O -1.04304 0.85803 1.99162
C -2.20744 0.00066 1.96526
C -2.10035 -1.04958 0.83459
O -3.08786 -1.62633 0.46394
O -0.88724 -1.18298 0.37679
H 2.68100 -1.28374 1.98091
H 0.43261 1.22283 3.35049
H -0.27682 -0.40004 3.47857
H -3.07016 0.63516 1.77755
H -2.34442 -0.51186 2.91734
C -2.47518 2.82781 -4.42891
C -3.58417 1.83146 -4.08503
C -3.09131 0.49864 -3.46079
C -4.31405 -0.37908 -3.10969
C -3.96924 -1.81958 -2.74181
C -2.26339 -0.28398 -4.48841
O -2.66365 -0.54432 -5.58702
N -1.05086 -0.82385 -4.01666
C -0.40423 -0.30455 -2.93809
O 0.56575 -0.80485 -2.35932
N -0.90939 0.84095 -2.39676
C -2.25648 0.85752 -2.26229
O -2.67183 1.19456 -1.13580
H -2.90974 3.73148 -4.85461
H -1.79062 2.40678 -5.16753
H -1.89735 3.11386 -3.54791
H -4.12539 1.56188 -4.99131
H -4.29280 2.27940 -3.38688
H -4.96428 -0.37452 -3.98495
H -4.84042 0.10511 -2.28614
H -3.48041 -2.34039 -3.56689
H -4.88627 -2.36159 -2.51378
H -3.33740 -1.87403 -1.85801
H -0.63876 -1.59605 -4.52254
N -0.60948 4.91117 -0.87766
C -0.97289 3.86582 -0.11538
N -0.15374 2.84652 -0.23195
C 0.81425 3.24891 -1.15850
C 1.91308 2.55670 -1.66863
C 2.69627 3.21387 -2.59479
C 2.40704 4.52392 -3.00282
C 1.32362 5.21752 -2.50490
C 0.52962 4.55292 -1.57766
H -1.09987 5.78689 -0.94568
H -1.83807 3.87927 0.52867
H 2.14994 1.54738 -1.35217
H 3.55821 2.71437 -3.01568
H 3.05351 5.00226 -3.72553
H 1.10315 6.22727 -2.82508
*
```

In the Löwdin picture, each atom carries the following charge in e:
1 Lu 1.76
2 O 0.22
3 C -0.46
4 O -0.02
5 C -0.06
6 O -0.20
7 C -0.06
8 C -0.63
9 O 0.12
10 O -0.16
11 H 0.17
12 H 0.16
13 H 0.15
14 H 0.14
15 H 0.14
16 C -0.06
17 C -0.15
18 C -0.30
19 C -0.15
20 C -0.06
21 C -0.38
22 O 0.16
23 N 0.24
24 C -0.54
25 O 0.03
26 N 0.00
27 C -0.44
28 O 0.01
29 H 0.08
30 H 0.09
31 H 0.06
32 H 0.13
33 H 0.13
34 H 0.13
35 H 0.13
36 H 0.08
37 H 0.09
38 H 0.06
39 H 0.18
40 N 0.15
41 C -0.12
42 N -0.01
43 C -0.24
44 C -0.02
45 C -0.06
46 C -0.06
47 C 0.00
48 C -0.18
49 H 0.17
50 H 0.15
51 H 0.10
52 H 0.11
53 H 0.11
54 H 0.12

***

Record 5
The following is a DFT calculation (the ωB97M-V functional and the def2-TZVPD basis) of C19H22N2O in the gas phase at a distorted geometry.

Results
* HOMO: -8.515 eV
* energy relative to the best compared isomer or geometry (same formula, charge and spin): 115.36 kJ/mol
* LUMO energy: 0.05 eV
* energy: -25088.498 eV
* Kohn-Sham gap: 8.5682 eV

```
! RIJCOSX wB97M-V def2-TZVPD def2/J DEFGRID3
* xyz 0 1
C -2.97550 3.44046 0.49101
C -1.94991 4.17396 1.34798
C -0.51033 3.97039 0.85732
C -0.09525 2.52289 1.02533
O 0.26603 2.04931 2.07462
N -0.20961 1.78758 -0.12910
C 0.01266 0.40735 -0.19313
C 1.12120 -0.14620 0.35500
C 2.17459 0.67209 0.79902
N 3.07741 1.32547 1.07854
C 1.33077 -1.64620 0.35634
C -0.04425 -2.30271 0.49225
C -0.99518 -1.79901 -0.55005
C -1.90849 -2.63278 -1.17072
C -2.80330 -2.13427 -2.10346
C -2.78859 -0.78699 -2.41797
C -1.88457 0.05877 -1.80166
C -0.98055 -0.43225 -0.86257
H -1.88365 1.10375 -2.07865
H -3.48117 -0.39160 -3.14592
H -3.50794 -2.79589 -2.58423
H -1.92109 -3.68423 -0.92208
H -0.45257 -2.05682 1.47991
H 0.05024 -3.38816 0.42902
C 2.04717 -2.05921 -0.95021
H 1.80446 -1.39610 -1.78062
H 1.74522 -3.07237 -1.22378
C 3.52715 -2.04276 -0.58744
H 3.88884 -1.01499 -0.53603
H 4.13902 -2.59238 -1.30161
C 3.53687 -2.66949 0.80352
C 2.28929 -2.09527 1.48660
H 2.55680 -1.24526 2.11395
H 1.81258 -2.83835 2.12617
H 3.45370 -3.75454 0.71663
H 4.44600 -2.44018 1.35594
H -0.72346 2.20275 -0.89152
H 0.16063 4.57400 1.46953
H -0.41623 4.28422 -0.18381
H -2.17243 5.24296 1.34058
H -2.01825 3.82273 2.37884
H -3.98107 3.66133 0.84100
H -2.90551 3.75483 -0.54961
H -2.83173 2.36317 0.54509
*
```

In the Löwdin picture, each atom carries the following charge in e:
1 C -0.11
2 C -0.24
3 C -0.11
4 C -0.48
5 O 0.09
6 N 0.15
7 C -0.12
8 C -0.10
9 C -0.21
10 N 0.21
11 C -0.38
12 C -0.08
13 C -0.15
14 C -0.02
15 C -0.07
16 C -0.08
17 C -0.02
18 C -0.09
19 H 0.10
20 H 0.10
21 H 0.10
22 H 0.11
23 H 0.14
24 H 0.13
25 C -0.11
26 H 0.13
27 H 0.12
28 C -0.18
29 H 0.11
30 H 0.11
31 C -0.17
32 C -0.11
33 H 0.11
34 H 0.11
35 H 0.11
36 H 0.11
37 H 0.12
38 H 0.12
39 H 0.12
40 H 0.11
41 H 0.11
42 H 0.07
43 H 0.07
44 H 0.07

***

The highest Kohn-Sham gap belongs to which entry? C19H22ClN3O4

***

HOMO of number 2 (C19H22ClN3O4)? -9.210 eV

***

The lowest energy relative to the best compared isomer or geometry (same formula, charge and spin) belongs to which entry? C19H22ClN6O4